(1)
The following is a quantum chemistry calculation of a structure of composition C31H25AsCrN6O10S3 at a distorted geometry, from OMol25.

Results
Largest force on an atom, eV/A: 1.1
Expectation value of S²: 3.7760
Total energy, eV: -183739.1632
Frontier orbital gap (alpha / beta), eV: 8.09 / 8.26
Total charge: -1
2S+1: 4
Relative energy (zero: lowest compared OMol25 entry of this formula, charge and spin), eV: 0.430
Molar mass, g mol⁻¹: 864.69
Highest occupied orbital energy (alpha / beta), eV: -5.82 / -5.92

XYZ file:
```
77
Properties=species:S:1:pos:R:3:forces:R:3:mulliken_spin:R:1
Cr 0.3181 0.4892 -0.3082 1.057 -0.010 0.291 3.095
N -1.5281 -3.2680 6.2657 0.018 0.051 0.029 0.000
C -1.2986 -2.1720 5.4284 -0.005 -0.038 0.021 0.000
C -0.0664 -2.0154 4.7995 0.014 0.011 0.010 0.000
C 0.1673 -0.9249 3.9834 -0.038 0.025 0.015 0.001
C -0.8291 0.0244 3.8032 -0.042 -0.180 0.002 0.004
C -2.0584 -0.1121 4.4366 0.102 0.050 0.093 0.001
C -2.2880 -1.2009 5.2528 -0.027 -0.012 -0.004 0.000
S -0.5257 1.3854 2.7411 -0.185 0.059 -0.178 0.002
O 0.9016 1.5409 2.6542 -0.044 0.152 -0.029 0.002
O -1.3325 2.4853 3.1912 -0.034 0.040 0.057 -0.002
N -1.0193 0.9824 1.2142 0.353 -0.643 0.083 -0.073
C -1.7974 -0.0901 0.8986 -0.185 0.744 0.018 -0.004
N -2.7779 -0.6124 1.6336 -0.075 -0.025 -0.045 -0.004
C -3.4308 -1.6190 1.0743 0.006 -0.005 0.030 0.008
C -3.1666 -2.1099 -0.1994 -0.118 -0.052 0.058 -0.006
C -2.1237 -1.5274 -0.8806 0.108 0.160 -0.231 0.026
N -1.4490 -0.5240 -0.3358 -0.197 -0.039 0.085 -0.018
H -0.9573 -4.0729 6.0622 -0.012 0.001 -0.019 0.000
H -2.4984 -3.5132 6.3796 0.004 -0.006 -0.023 0.000
H 0.7034 -2.7666 4.9329 -0.006 0.009 -0.018 0.000
H 1.1120 -0.8041 3.4714 -0.027 -0.016 0.014 0.000
H -2.8201 0.6392 4.2829 0.001 -0.016 -0.007 0.000
H -3.2440 -1.3162 5.7518 0.008 0.009 0.001 0.000
H -4.2188 -2.0587 1.6787 -0.012 -0.003 -0.018 0.000
H -3.7262 -2.9293 -0.6232 -0.004 -0.002 0.019 0.000
H -1.8049 -1.8500 -1.8611 0.041 -0.013 0.020 -0.004
O 3.6935 -0.0207 0.5816 -0.104 0.032 -0.106 0.005
As 3.1917 -0.7918 -0.9247 0.138 0.361 -0.462 0.015
O 4.4202 -0.6129 -1.9814 -0.186 -0.095 -0.051 -0.004
O 1.6718 -0.2333 -1.5241 0.236 -0.286 0.499 -0.074
C 3.2656 -2.6222 -0.2645 -0.300 -0.059 0.196 0.002
C 4.4190 -3.3155 -0.5822 0.037 -0.014 0.102 -0.001
C 4.6508 -4.5661 -0.0142 0.029 -0.023 -0.002 0.000
C 3.7443 -5.1160 0.8769 0.019 -0.012 0.025 0.000
C 2.5713 -4.4362 1.1896 0.055 0.087 0.005 0.000
C 2.3462 -3.1999 0.6158 0.114 0.013 -0.267 0.002
S 0.7332 -2.4902 0.6325 -0.120 0.390 -0.172 0.005
O 0.9825 -1.0172 0.9385 -0.331 -0.504 -0.318 -0.001
O -0.0947 -3.0991 1.6418 0.222 -0.028 0.196 -0.002
O 0.3177 -2.7025 -0.7366 -0.183 0.033 0.123 0.004
H 2.9956 0.4849 1.0164 -0.048 0.038 -0.032 0.006
H 5.1232 -2.8528 -1.2624 0.016 -0.027 -0.010 0.000
H 5.5509 -5.1119 -0.2695 0.004 0.012 0.001 0.000
H 3.9377 -6.0871 1.3161 -0.001 0.010 0.006 0.000
H 1.8255 -4.8573 1.8514 -0.010 -0.009 -0.030 0.000
O 1.5821 4.2149 -0.9868 -0.106 0.044 0.151 -0.002
S 1.3892 2.8040 -1.1594 -0.296 0.252 -0.038 -0.008
O 1.8677 1.9451 -0.0476 -0.229 0.017 -0.151 0.009
N -0.0837 2.2501 -1.3542 -0.089 -0.074 0.191 0.002
C -1.2612 3.0193 -1.3452 0.206 -0.276 -0.301 0.000
C -1.3968 4.2545 -0.7661 0.021 0.103 0.278 -0.008
C -2.6387 4.9234 -0.7454 0.060 0.020 0.017 0.001
C -3.7535 4.3729 -1.3006 0.052 -0.087 -0.033 -0.002
C -3.6453 3.1188 -1.9470 -0.063 0.022 0.009 0.004
C -4.7446 2.5057 -2.5885 -0.047 0.043 0.009 -0.001
C -4.5761 1.3280 -3.2508 0.028 -0.030 -0.017 0.000
C -3.2823 0.7631 -3.2831 -0.032 -0.007 0.016 0.000
N -2.2441 1.2840 -2.6888 0.046 0.026 0.099 0.007
C -2.4031 2.4459 -1.9951 0.004 -0.101 -0.225 0.003
C 2.2498 2.3743 -2.6377 0.168 -0.026 0.034 0.007
C 1.5642 1.9427 -3.7607 0.001 0.034 0.021 0.003
C 2.2854 1.6522 -4.9074 0.058 -0.002 -0.002 -0.002
C 3.6681 1.7823 -4.9140 -0.034 -0.002 -0.009 0.000
C 4.3387 2.2087 -3.7773 0.024 -0.003 -0.008 0.000
C 3.6298 2.5143 -2.6287 -0.052 -0.035 -0.039 -0.002
H -0.5494 4.7116 -0.2777 -0.005 -0.034 -0.004 0.000
H -2.6958 5.8843 -0.2495 0.006 -0.002 -0.005 0.000
H -4.7135 4.8734 -1.2641 0.000 -0.002 -0.002 0.000
H -5.7107 2.9967 -2.5524 -0.005 -0.012 0.008 0.000
H -5.3972 0.8366 -3.7559 0.009 -0.003 0.003 0.000
H -3.1130 -0.1605 -3.8314 0.003 0.013 -0.002 0.000
H 0.4908 1.8155 -3.7179 -0.005 -0.037 0.014 0.006
H 1.7681 1.2983 -5.7902 -0.001 0.011 0.000 0.000
H 4.2279 1.5297 -5.8061 -0.001 0.000 0.011 0.000
H 5.4186 2.2743 -3.7730 -0.014 -0.005 0.000 0.000
H 4.1410 2.8241 -1.7265 0.006 -0.016 0.001 -0.001
```
Forces are in eV/Å.


(2)
The following is a quantum chemistry calculation of a cluster of 2 separate species, C31H25BBrF2N3O9S2 in total at a distorted geometry, from OMol25.

Results
Largest force on an atom, eV/A: 2.6
Total energy, eV: -153276.2425
Frontier orbital gap, eV: 8.15
SMILES: [H]/N=C\C[C@@H](Br)O[C@H]([C@H](N=C=S)O[C@@](S)(CC(=O)c1ccccc1)B(O)O)N(C(=O)F)C(=O)F.O=C1c2ccccc2C(=O)c2ccccc21
2S+1: 1
Molar mass, g mol⁻¹: 776.40
Highest occupied orbital energy, eV: -9.22

XYZ file:
```
74
Properties=species:S:1:pos:R:3:forces:R:3:mulliken_charge:R:1
N -1.7997 0.6590 7.1210 0.040 -0.082 0.012 -0.672
C -2.8059 0.9710 7.8209 0.120 0.273 -0.511 -0.233
C -4.1459 1.3893 7.2195 -0.182 -0.598 0.481 -0.341
C -4.6171 0.2786 6.2268 0.628 0.393 0.996 -0.344
Br -6.4874 -0.1641 6.6193 0.057 -0.127 -0.373 -0.117
O -4.2916 0.5335 4.8871 -0.661 0.318 0.461 -0.212
C -5.2386 1.1396 4.0810 0.048 -0.575 -1.073 -0.938
C -4.5954 1.2472 2.6596 -0.887 -0.177 -0.295 -0.179
N -5.7132 1.4871 1.6805 0.366 -0.620 0.629 -0.580
C -6.2089 0.4908 1.1833 0.048 0.367 -0.361 0.552
S -6.7874 -0.7582 0.4624 -0.179 0.096 0.073 -0.348
O -4.0397 -0.0074 2.3976 0.494 0.640 0.156 -0.357
C -2.7264 0.0291 1.8306 1.056 -1.408 0.252 0.487
S -1.4829 0.8315 2.9294 -0.263 0.471 -0.050 -0.124
C -2.3172 -1.4883 1.7195 0.178 0.394 0.111 -1.154
C -1.3231 -1.8149 0.5943 -0.224 -0.940 -0.158 0.090
O -1.6971 -2.5776 -0.2758 -0.046 0.279 0.142 -0.593
C 0.0879 -1.3012 0.5008 -1.007 0.030 -0.306 0.435
C 0.5738 -1.1092 -0.7755 -0.289 -0.130 -0.660 -0.600
C 1.8342 -0.6065 -0.9569 0.105 0.075 -1.098 -0.575
C 2.6182 -0.2932 0.1209 1.372 0.531 0.176 -0.385
C 2.1706 -0.5064 1.3969 -0.228 -0.082 0.566 -0.984
C 0.9030 -1.0074 1.5600 -0.614 -0.274 1.456 0.222
B -2.6720 0.6778 0.3546 0.190 0.247 0.643 0.718
O -3.4977 0.1920 -0.6222 0.015 0.544 0.419 -0.594
O -1.7698 1.6921 0.1634 -0.487 -0.357 -0.388 -0.665
N -5.7875 2.4168 4.5943 0.382 1.225 -1.492 0.489
C -4.9116 3.4948 4.5602 1.406 0.622 0.113 0.340
O -3.7181 3.4754 4.6037 -1.003 -0.378 -0.007 -0.393
F -5.5514 4.6796 4.5305 -0.275 -0.493 0.199 -0.313
C -7.1107 2.7133 4.1287 -2.225 -0.662 1.098 0.527
O -8.0943 2.3316 4.6836 1.094 0.142 -0.491 -0.455
F -7.2339 3.4405 3.0205 0.812 -0.013 0.262 -0.186
H -2.0256 0.7475 6.1251 0.092 0.062 0.009 0.352
H -2.6838 0.9179 8.9055 -0.226 0.108 -0.071 0.411
H -4.8832 1.4559 8.0206 0.053 0.165 -0.093 0.425
H -4.0523 2.3683 6.7496 0.019 -0.145 -0.080 0.135
H -4.0525 -0.6104 6.5015 -0.271 -0.143 -0.293 0.620
H -6.1064 0.4904 3.9029 0.012 0.031 0.525 1.022
H -3.9025 2.0825 2.5589 0.147 -0.199 0.166 0.724
H -1.4712 -0.0742 3.9364 -0.255 0.066 -0.367 0.038
H -3.2103 -2.0951 1.5586 0.071 0.163 -0.302 0.284
H -1.8925 -1.8189 2.6740 -0.022 0.118 -0.054 0.682
H -0.0314 -1.3472 -1.6412 -0.107 -0.048 0.121 0.467
H 2.1808 -0.4597 -1.9738 0.154 0.069 0.092 0.561
H 3.6087 0.1290 -0.0097 -0.038 -0.041 -0.182 0.383
H 2.7417 -0.2768 2.2866 0.231 0.037 -0.183 0.409
H 0.5174 -1.1787 2.5582 0.128 0.055 0.014 0.419
H -3.6689 0.9059 -1.2484 -0.108 -0.356 -0.392 0.270
H -1.7122 1.8800 -0.7818 0.303 0.319 0.062 0.275
C 5.5457 2.6546 -6.2045 0.054 -0.032 -0.012 -0.487
C 6.8430 2.4413 -6.6599 -0.067 -0.026 0.019 -0.454
C 7.3502 1.1551 -6.7361 0.066 0.167 -0.043 -0.574
C 6.5667 0.0761 -6.3464 -0.136 0.002 0.072 0.219
C 5.2729 0.2922 -5.8675 0.122 -0.044 -0.047 0.182
C 4.7628 1.5834 -5.8088 -0.013 0.175 0.000 -0.538
C 4.4354 -0.8460 -5.4006 -0.313 0.039 0.110 0.624
O 3.3086 -0.6598 -4.9877 0.007 0.022 0.031 -0.681
C 5.0123 -2.2165 -5.4425 0.139 -0.014 -0.038 0.230
C 4.2674 -3.2850 -4.9585 -0.068 -0.155 0.052 -0.586
C 4.7873 -4.5674 -5.0035 0.063 0.013 -0.038 -0.504
C 6.0513 -4.7901 -5.5407 -0.057 0.044 0.020 -0.469
C 6.8003 -3.7284 -6.0196 0.027 -0.182 0.023 -0.569
C 6.2887 -2.4381 -5.9642 -0.127 0.053 0.044 0.220
C 7.1187 -1.3026 -6.4505 0.322 -0.059 -0.130 0.515
O 8.2225 -1.4946 -6.9165 -0.022 0.006 0.015 -0.658
H 5.1482 3.6600 -6.1542 0.002 -0.008 0.000 0.397
H 7.4575 3.2811 -6.9574 -0.007 -0.007 -0.006 0.401
H 8.3568 0.9889 -7.0949 -0.031 -0.135 0.004 0.466
H 3.7562 1.7497 -5.4500 -0.002 -0.132 0.028 0.487
H 3.2833 -3.1134 -4.5437 0.014 0.127 -0.044 0.504
H 4.2074 -5.3975 -4.6214 0.000 0.008 -0.005 0.407
H 6.4530 -5.7943 -5.5813 -0.002 0.008 0.001 0.398
H 7.7847 -3.9011 -6.4329 0.009 0.137 -0.010 0.475
```
Forces are in eV/Å.